This record from the OMol25 dataset describes a single C18H25N5O4 molecule. The level of theory is ωB97M-V/def2-TZVPD.

```
52
Properties=species:S:1:pos:R:3:forces:R:3:mulliken_charge:R:1
C -2.401686 -3.301341 0.968237 0.19 -0.03 -0.12 -1.373
C -1.285465 -3.255298 -0.067099 -0.24 0.01 -0.01 0.237
H -0.362777 -2.903735 0.397121 -0.03 -0.10 -0.11 -0.098
C -1.614794 -2.326288 -1.240203 0.31 -0.62 0.12 -1.094
N -1.755633 -0.954651 -0.827177 -0.03 0.28 0.03 0.296
C -2.928894 -0.311102 -0.551755 -0.20 0.78 0.22 0.904
C -4.261444 -0.703237 -0.620775 0.07 -0.09 -0.04 -0.957
C -5.212817 0.226412 -0.273399 -0.16 0.17 0.06 -0.571
C -4.844446 1.517741 0.132633 0.98 -0.76 -0.30 -0.124
C -3.523132 1.930344 0.205241 -0.27 -0.02 0.01 -0.542
C -2.558699 0.999669 -0.143922 -0.43 -0.86 -0.23 0.312
N -1.196220 1.107982 -0.178330 0.56 0.39 0.06 -0.795
C -0.753303 -0.048025 -0.579698 -0.01 0.27 -0.07 0.374
C 0.695821 -0.347996 -0.750315 0.09 -0.11 0.07 -0.919
N 1.160060 -1.229967 0.317864 0.10 0.16 -0.21 0.287
C 2.436066 -1.851028 0.027395 0.07 0.03 0.00 -1.050
C 3.577034 -0.825273 -0.102015 0.08 -0.15 -0.23 -0.720
N 3.344751 0.248221 0.840713 -0.08 -0.14 -0.12 0.175
C 3.729081 1.527935 0.631767 0.15 -0.05 -0.12 0.782
O 3.531558 2.430577 1.409379 -0.02 0.43 0.12 -0.653
O 4.375914 1.666453 -0.551013 -0.15 -0.30 0.13 -0.410
C 4.752635 2.999962 -0.891070 0.02 0.55 -0.02 -0.277
C 3.587502 3.776756 -1.487949 0.19 -0.33 0.19 -1.122
H 2.797424 3.881217 -0.748363 -0.06 0.05 0.02 0.314
H 3.192361 3.258639 -2.359088 -0.03 0.00 -0.10 0.278
H 3.923683 4.765763 -1.785456 0.01 0.13 -0.06 0.392
H 5.120284 3.505154 0.007602 0.03 -0.10 -0.18 0.327
H 5.564235 2.885167 -1.612883 -0.07 0.01 0.12 0.315
C 2.593241 -0.099763 2.024353 -0.14 0.09 0.15 -1.031
C 1.183050 -0.577728 1.626805 0.03 -0.07 0.23 -0.708
H 0.493821 0.266731 1.599402 0.02 -0.03 0.08 0.511
H 0.820880 -1.294195 2.372772 -0.02 0.13 0.08 0.293
H 3.130824 -0.886538 2.565610 -0.04 0.07 0.02 0.304
H 2.537849 0.787692 2.654709 0.03 -0.17 0.01 0.442
H 4.544332 -1.306040 0.094472 -0.05 -0.02 -0.12 0.350
H 3.606520 -0.404149 -1.108565 0.02 -0.11 0.10 0.428
H 2.351397 -2.428185 -0.896500 0.07 -0.05 0.05 0.405
H 2.644209 -2.549332 0.841831 0.04 -0.06 -0.07 0.469
H 1.222002 0.615390 -0.774202 -0.07 -0.06 -0.11 0.149
H 0.854714 -0.861996 -1.703153 0.05 0.05 -0.01 0.646
H -3.267439 2.929369 0.517970 0.02 0.06 0.02 0.541
N -5.882564 2.446261 0.482520 -0.47 0.42 0.16 1.011
O -5.553414 3.562977 0.825333 0.03 0.26 0.08 -0.630
O -7.033866 2.063223 0.415702 -0.25 -0.02 0.01 -0.635
H -6.263317 -0.016947 -0.305256 -0.01 -0.02 -0.01 0.496
H -4.548345 -1.695541 -0.930999 -0.07 -0.10 -0.01 0.331
H -2.552482 -2.631545 -1.711744 0.10 0.05 -0.06 0.534
H -0.817671 -2.386710 -1.986457 -0.14 0.03 -0.03 0.290
H -1.113370 -4.255975 -0.467120 0.06 -0.04 -0.05 0.445
H -2.581498 -2.314164 1.387849 -0.07 0.08 0.09 0.315
H -3.327938 -3.662971 0.526378 -0.16 -0.03 0.00 0.322
H -2.130014 -3.969920 1.780837 -0.04 -0.05 0.11 0.434
```
Positions in Å, forces in eV/Å.

Kohn-Sham gap ... 0.321 Ha
2S+1 ... 1
Energy above the lowest of the compared OMol25 structures with the same formula, charge and spin ... 2.650 eV

***

This record from the OMol25 dataset describes 4 unconnected molecules or ions with the total composition C18H25NO13. The level of theory is ωB97M-V/def2-TZVPD.

```
57
Properties=species:S:1:pos:R:3:forces:R:3:mulliken_charge:R:1
N -3.675696 3.559608 2.036217 0.06 -0.77 -0.99 -0.745
C -2.693561 3.445187 0.904537 0.81 -0.88 -0.21 -0.226
C -1.192887 3.915483 1.335795 0.05 -1.35 0.52 -0.720
C -0.250322 2.640322 1.040000 -0.15 0.99 -2.22 -0.026
C -0.089265 2.187031 -0.300550 -0.07 0.19 3.27 0.558
O -0.677448 2.736946 -1.446485 2.20 -1.66 2.38 -0.513
C 0.852968 0.929006 -0.089578 0.55 -1.00 -2.35 0.531
O 1.594011 0.309034 -0.860341 -2.74 2.11 2.78 -0.554
O 0.688728 0.519205 1.295767 1.88 1.13 0.10 -0.255
C 0.554838 1.716609 2.053981 -1.53 2.55 0.08 0.356
O 0.907795 2.004839 3.202486 -1.01 -2.06 -4.00 -0.562
H -3.436390 2.766680 2.661213 -0.24 0.80 -0.28 0.285
H -4.580912 3.260231 1.618354 0.67 0.45 0.55 0.268
H -2.654409 2.322210 0.631812 0.25 1.78 -0.02 0.231
H -2.993757 4.008970 -0.035799 0.09 -0.58 1.43 0.311
H -0.868287 4.836352 0.752858 -0.30 -1.35 0.66 0.270
H -1.170067 4.174867 2.455512 -0.05 -0.45 -1.70 0.305
H -0.424798 2.158730 -2.218898 -0.61 0.30 0.32 0.519
C 0.967146 3.883723 -6.777645 0.03 0.41 0.33 -1.436
C 1.037216 2.602644 -5.974188 0.41 0.84 -0.84 0.480
C 0.418312 1.423970 -6.665815 0.21 -0.32 -0.62 -0.515
O -0.021474 0.622603 -5.574281 -0.34 0.33 0.84 -0.320
C -0.240835 1.463968 -4.533774 -0.03 -0.09 -0.01 0.668
O -0.803228 1.153307 -3.516247 0.49 0.03 -0.66 -0.672
O 0.253135 2.704603 -4.786098 -0.42 -0.95 0.46 -0.304
H -0.060223 4.251394 -6.843402 0.03 -0.22 -0.07 0.361
H 1.547930 4.668003 -6.286336 0.00 -0.08 -0.10 0.355
H 1.362313 3.743597 -7.786439 0.00 -0.07 0.11 0.382
H 2.072339 2.395331 -5.682484 -0.11 -0.09 0.03 0.266
H 1.138763 0.878962 -7.277988 -0.14 -0.10 0.18 0.321
H -0.448108 1.682373 -7.282492 0.06 0.12 0.08 0.310
C 2.852752 -2.303650 2.649343 0.09 -0.38 -0.22 -1.327
C 1.957993 -2.530759 3.849477 0.36 0.29 -0.99 0.762
C 1.988303 -1.405726 4.843165 -0.33 0.66 0.00 -0.325
O 1.709391 -2.069751 6.070483 0.18 -0.52 -0.01 -0.350
C 2.124084 -3.357789 5.924704 0.06 -0.75 0.80 0.585
O 2.219599 -4.143813 6.821073 -0.06 0.58 -0.64 -0.545
O 2.419582 -3.636202 4.623145 -0.21 0.14 0.65 -0.364
H 3.908540 -2.359073 2.927509 -0.13 0.12 0.13 0.424
H 2.686471 -3.085142 1.903144 0.00 0.10 0.00 0.329
H 2.656320 -1.335199 2.182893 -0.08 -0.07 0.08 0.224
H 0.934115 -2.746748 3.523369 -0.01 0.06 0.13 0.062
H 1.229929 -0.648943 4.633970 0.06 -0.07 0.18 0.218
H 2.964778 -0.917333 4.922597 0.01 -0.11 -0.14 0.272
C -0.892485 -2.256835 0.001463 0.07 0.40 0.25 -0.918
C -0.807474 -3.542734 0.795550 0.22 0.88 -0.68 0.922
C -1.432750 -4.719549 0.104148 0.18 -0.42 -0.49 -0.433
O -1.854956 -5.530747 1.193867 -0.09 0.29 0.37 -0.336
C -2.063708 -4.695889 2.248768 -0.52 -0.30 1.04 0.621
O -2.607329 -5.012431 3.265044 0.41 0.23 -0.77 -0.541
O -1.573561 -3.448771 1.994623 -0.15 -0.64 0.13 -0.370
H -1.921400 -1.890050 -0.048502 0.01 -0.24 -0.06 0.398
H -0.306523 -1.471681 0.484045 -0.01 -0.17 -0.07 -0.289
H -0.511153 -2.390824 -1.013713 0.00 -0.05 0.09 0.424
H 0.232896 -3.749328 1.071035 -0.06 -0.10 -0.02 -0.007
H -0.718817 -5.257907 -0.522005 -0.12 -0.09 0.15 0.343
H -2.308424 -4.458913 -0.498885 0.07 0.16 0.06 0.292
```
Positions in Å, forces in eV/Å.

Kohn-Sham gap ... 0.330 Ha
2S+1 ... 1

***

This record from the OMol25 dataset describes a molecular structure, C18H26Al2CaCl2Cs2F5NNaO7. The level of theory is ωB97M-V/def2-TZVPD.

```
65
Properties=species:S:1:pos:R:3:forces:R:3:mulliken_charge:R:1
C 0.968205 1.305994 -2.425817 0.49 -0.28 0.87 -1.409
C 0.680121 0.672723 -1.040204 0.20 0.20 -0.81 0.791
C -0.544733 1.364904 -0.445495 -0.97 -1.38 -0.06 -0.646
Cl -0.123557 2.985288 0.161253 0.37 -0.03 -0.63 0.167
C -1.222870 0.640163 0.705548 0.17 0.46 -0.62 -0.660
O -2.238028 -0.398202 0.357072 -1.22 -0.90 1.36 -0.145
C -2.466459 -1.043236 1.505950 2.52 -0.57 -2.17 1.031
O -3.411681 -1.759518 1.770934 0.67 -0.14 -1.55 -0.773
O -1.367819 -0.824566 2.414158 -0.74 -1.06 -2.22 -0.884
C -0.345748 -0.265349 1.513768 0.43 1.04 -0.25 0.752
C 0.785474 0.546709 2.147027 -0.34 -0.30 1.11 -0.923
C 2.089665 -0.046976 2.716068 -0.43 -0.03 -0.13 -1.117
C 2.833184 -1.088484 1.882825 0.61 0.61 0.04 -0.549
C 3.725581 -0.416819 0.794898 0.20 -1.61 -0.06 0.568
C 3.931644 -1.435162 -0.361243 0.46 0.94 0.40 -0.240
O 4.301177 -2.695429 0.122098 -0.15 0.17 -0.21 -0.342
C 3.371064 -3.755371 -0.136910 -0.15 -0.62 0.23 -0.710
H 0.471537 0.723510 -3.196047 0.11 0.41 -0.13 0.289
H 2.052160 1.319619 -2.570137 -0.11 -0.09 -0.35 0.374
H 0.664136 2.352528 -2.387528 -0.09 -0.07 -0.31 0.449
H 1.584172 0.802872 -0.445004 -0.29 0.16 0.34 -0.727
H 0.532172 -0.411711 -1.153737 -0.20 0.09 -0.04 0.340
H -1.265529 1.437502 -1.267371 -0.07 0.26 0.17 0.660
H -1.835020 1.355940 1.260005 0.48 0.13 0.26 0.406
H -0.144875 -1.070306 0.801593 0.89 -0.06 0.38 0.482
H 1.054209 1.354614 1.470705 -0.28 -0.01 -0.09 0.141
H 0.295429 1.033436 3.000061 0.13 0.33 -0.19 0.515
H 1.909359 -0.382855 3.743453 0.06 -0.31 -0.15 0.716
H 2.760864 0.827345 2.782846 -0.15 -0.03 0.12 0.010
H 2.212970 -1.845164 1.401808 -0.33 0.20 0.15 0.204
H 3.482720 -1.642942 2.569079 -0.03 -0.15 -0.22 0.405
H 4.733570 -0.257070 1.252634 -0.41 0.41 -0.09 -0.741
H 3.325964 0.519931 0.406562 0.13 0.08 0.16 0.571
H 4.784955 -1.086566 -0.989793 -0.52 -0.11 -0.32 -0.108
H 3.055891 -1.420234 -1.014037 0.02 -0.26 0.01 0.293
H 3.934752 -4.666581 -0.332672 0.05 0.13 -0.05 0.280
H 2.743340 -3.945142 0.739481 0.08 0.14 -0.01 0.287
H 2.717731 -3.556536 -0.988239 0.20 0.18 -0.05 0.357
F 1.283352 4.563181 -0.060955 0.28 0.25 0.19 -0.685
N -4.601115 -2.199593 -2.705832 -0.62 -0.48 0.45 -0.328
C -4.537779 -1.398364 -1.631917 -0.08 -0.12 0.16 -1.946
C -5.219677 -0.195094 -1.516371 0.05 -0.08 0.21 0.480
C -6.010978 0.220902 -2.588433 -0.03 0.12 -0.21 -0.860
C -6.080547 -0.591555 -3.714127 0.30 0.06 0.13 -0.202
C -5.368175 -1.783078 -3.725345 0.02 -0.07 -0.01 -0.676
H -3.891687 -1.757125 -0.824362 0.20 0.14 -0.10 1.254
H -5.132873 0.408389 -0.619250 0.06 0.09 -0.07 0.443
H -6.550891 1.150638 -2.543343 0.10 0.08 -0.06 0.666
H -6.684140 -0.305557 -4.563105 -0.03 -0.01 0.02 0.469
H -5.399457 -2.443774 -4.582737 0.00 0.04 -0.01 0.515
Ca -6.337760 -2.679293 -0.251074 -0.54 1.28 -1.55 1.598
C -1.934230 -1.165752 -4.125178 0.16 -0.17 0.15 0.896
O -2.741859 -1.326632 -5.030862 0.04 0.06 -0.01 -0.433
O -1.505451 -2.077527 -3.367179 0.01 0.04 0.00 -0.377
O -1.419805 -0.059190 -3.808267 -0.27 0.05 -0.06 -0.402
Cs -3.391781 -0.378037 3.847370 -2.18 2.01 4.85 1.038
F 3.032546 6.368443 2.775767 0.24 -0.73 0.47 -0.307
Al 3.187928 5.268032 4.040018 -0.69 1.88 -0.05 0.476
F 4.350797 5.783050 5.161972 -0.15 -0.78 -0.27 -0.360
F 3.717614 3.717879 3.420667 0.41 -1.63 0.77 -0.361
F 1.699165 4.989297 4.821741 0.61 -0.56 -0.19 -0.377
Na 6.597978 -0.164612 -0.711874 -0.13 0.37 -1.03 0.882
Cl -8.701650 0.164274 -1.800108 0.47 -1.17 0.85 -0.583
Cs 7.378253 -0.782030 2.339297 0.50 -0.34 0.85 1.115
Al 4.226497 1.444270 4.997900 -0.48 1.72 -0.37 0.953
```
Positions in Å, forces in eV/Å.

Kohn-Sham gap ... 0.080 Ha
Net charge ... +3
2S+1 ... 1

***

This record from the OMol25 dataset describes 2 unconnected molecules or ions with the total composition C18H26BrN5O5S3. The level of theory is ωB97M-V/def2-TZVPD.

```
58
Properties=species:S:1:pos:R:3:forces:R:3:mulliken_charge:R:1
O -2.462344 -3.895791 0.993591 -0.09 -0.46 0.12 -0.592
O 3.657966 -1.282983 0.042937 -0.08 -0.18 0.05 -0.674
O 1.284081 1.798403 2.963070 0.09 -0.44 -0.41 -0.702
O -4.701710 -0.521446 2.220643 2.10 -0.97 -0.86 -0.715
O -5.013961 -2.513921 0.875851 2.93 1.02 0.49 -0.626
Br 0.476767 -9.211277 2.353597 -0.31 0.93 0.07 -0.106
N -0.237835 -5.468682 4.049829 0.30 -1.46 -0.60 -0.625
S -0.873282 -6.367457 1.676264 -0.08 0.73 0.67 -0.001
S -3.071967 -1.332685 -1.527122 0.78 1.38 0.33 -0.134
C -2.267876 -3.368846 2.068929 1.16 -1.74 -1.90 0.729
C 3.611450 -0.064185 0.031719 1.06 -1.08 -0.91 0.713
C 2.106485 2.456443 2.339265 -0.79 -0.99 0.02 -0.054
C -0.835108 -5.135156 2.936951 0.73 -0.84 0.88 0.406
C 0.229077 -6.777261 3.961184 -0.24 -0.15 -0.78 -0.440
C -0.021855 -7.415744 2.774786 0.26 0.24 0.73 0.195
C -1.934980 0.963876 -1.018615 -0.70 -0.84 0.76 -0.259
C -2.525833 0.529540 0.229303 0.22 -0.04 -0.69 -0.645
C -2.151119 0.085867 -2.054604 0.14 -0.05 0.62 0.077
C -3.136509 -0.688865 0.096113 -0.37 -0.65 0.03 -0.207
N -1.356482 -3.860833 2.963230 -0.89 0.93 -0.36 -0.166
N 2.573965 3.585238 2.882360 0.75 1.12 -0.06 -0.126
N 2.769830 0.586650 0.832191 -0.73 1.38 1.41 -0.096
N -2.876510 -2.214396 2.415450 -1.02 1.14 0.15 -0.336
C 4.527913 0.710449 -0.895883 -0.25 -0.05 0.22 -1.051
C 3.536669 4.525877 2.309562 -0.13 -0.40 -0.04 -0.856
C -1.717161 2.809120 -3.665649 -0.42 -0.20 0.16 -1.354
C -1.559121 1.364772 -5.682502 -0.28 -0.23 0.07 -1.580
C -1.558590 0.248743 -3.437829 -0.64 -0.18 0.07 -0.977
C -2.109563 1.443402 -4.252020 0.46 0.18 -0.24 0.853
C 1.440984 2.398503 -0.092578 0.01 0.38 0.41 -1.138
C 2.535699 2.029986 0.916182 0.08 -0.17 -0.38 0.254
S -4.042585 -1.543335 1.396420 -4.17 1.25 0.05 1.246
H 0.752824 -7.262105 4.780045 -0.15 0.33 -0.06 0.421
H -1.362607 1.879667 -1.107258 -0.12 -0.17 -0.06 0.652
H -2.496469 1.109552 1.151350 -0.06 -0.25 -0.22 0.472
H -1.308850 -3.413128 3.866803 0.18 -0.30 0.14 0.289
H 2.207048 3.788688 3.801033 -0.05 -0.14 -0.14 0.309
H 2.206539 0.003782 1.434558 -0.07 0.00 0.03 0.231
H -2.307580 -1.528582 2.878490 -0.14 0.43 0.42 0.293
H 5.119923 0.002587 -1.474471 -0.14 0.02 0.15 0.305
H 5.194237 1.336264 -0.306728 0.08 0.22 -0.08 0.287
H 3.934997 1.318776 -1.573816 0.08 0.26 -0.08 0.277
H 3.192121 4.877841 1.335307 0.11 0.08 0.04 0.272
H 3.646137 5.386906 2.971819 -0.09 -0.19 -0.08 0.322
H 4.511180 4.045524 2.201420 0.04 0.16 -0.05 0.288
H -2.299913 3.025537 -2.766889 0.16 0.06 -0.03 0.326
H -0.651999 2.835300 -3.417303 -0.02 0.02 -0.03 0.232
H -1.922815 3.607738 -4.384781 0.04 -0.11 0.06 0.436
H -1.968041 2.173157 -6.296905 0.10 -0.10 0.07 0.417
H -1.836303 0.413635 -6.146937 0.10 0.08 -0.04 0.398
H -0.467459 1.444880 -5.681683 -0.07 0.00 -0.02 0.341
H -1.735370 -0.676235 -3.996192 0.08 0.12 -0.06 0.473
H -0.473945 0.361805 -3.337425 -0.04 -0.04 -0.01 0.284
H -3.202115 1.375021 -4.292915 0.07 -0.04 0.05 0.263
H 1.266996 3.474841 -0.072548 -0.14 0.08 -0.12 0.395
H 0.520765 1.882557 0.179549 0.02 0.01 -0.01 0.131
H 1.734780 2.102937 -1.099792 0.02 -0.01 0.06 0.373
H 3.449423 2.559046 0.652639 0.13 -0.10 -0.04 0.501
```
Positions in Å, forces in eV/Å.

Kohn-Sham gap ... 0.324 Ha
2S+1 ... 1